Density functional theory data (the ωB97M-V functional and the def2-TZVPD basis) for a molecular structure, C8H5N2O5Rh.

Geometry as XYZ:
```
21
Properties=species:S:1:pos:R:3:forces:R:3
O 0.0220 3.3891 -0.0017 0.0 -3.6 -0.1
C 0.0072 2.2406 -0.0008 0.1 4.4 0.2
Rh 0.0046 -0.0131 -0.2305 0.2 0.9 -0.4
C -0.0159 -2.0400 -0.1288 0.0 -6.2 0.6
O -0.0371 -3.1974 -0.1488 0.0 3.9 -0.4
C -0.0351 -0.2805 -2.2966 -0.2 -1.0 0.0
O -0.1092 -0.9802 -3.2250 0.2 1.8 0.0
C 2.0148 -0.0220 -0.1873 5.6 0.6 0.4
O 3.1675 -0.0021 -0.1921 -3.5 -0.3 -0.2
C -2.0031 -0.0225 -0.1822 -5.6 0.5 0.4
O -3.1552 -0.0525 -0.2061 3.4 -0.2 -0.2
H 0.0749 0.9011 -1.7965 -0.1 -0.8 -2.9
N -0.2596 0.6243 4.0384 0.6 -1.4 1.1
C 0.2466 -0.6658 4.1084 -1.0 2.5 1.6
C 0.4218 -1.0726 2.7969 -0.8 2.1 -2.6
N 0.0133 -0.0337 1.9833 0.9 -2.3 1.0
C -0.3863 0.9727 2.7416 0.1 -0.5 1.1
H -0.4925 1.2171 4.8258 0.0 0.0 0.2
H 0.4358 -1.1908 5.0224 0.0 -0.1 0.5
H 0.7943 -2.0085 2.4378 0.1 -0.3 -0.2
H -0.7659 1.9458 2.4420 0.0 -0.2 -0.1
```
Forces are in eV/Å.

Computed properties:
- 2S+1 = 5
- calculated total energy (eV) = -24578.49570
- expectation value of S² = 6.03
- frontier orbital gap (alpha / beta) (eV) = 5.3151 / 5.8239
- ΔE to the lowest compared entry with this formula, charge and spin (kcal per mole) = 0.0
- HOMO energy (alpha / beta) (eV) = -13.417 / -18.591
- lowest unoccupied orbital energy (alpha / beta) (eV) = -8.102 / -12.767
- total charge = +2

Atomic partial charges in e from the natural (NBO) method, atoms 1 to 4: -0.35, 0.51, 0.15, 0.50

Density functional theory data (the ωB97M-V functional and the def2-TZVPD basis) for C8H5NO2 in the gas phase.

Geometry as XYZ:
```
16
Properties=species:S:1:pos:R:3:forces:R:3
O -2.1222 1.7726 -0.5799 0.3 -0.3 0.0
O 2.0918 -0.4095 1.8659 0.1 0.2 -0.1
C -1.1389 1.2480 -0.0709 -1.6 1.2 -0.5
C 1.1607 0.1179 1.2885 0.1 -1.5 -0.4
C -0.5807 1.8884 1.1409 3.0 -1.0 2.2
C 0.5140 1.3400 1.8063 -2.1 1.5 -1.6
C -0.8555 -0.8306 -1.7170 0.3 0.7 1.2
C -0.5299 0.0529 -0.5977 0.9 -2.0 -0.6
C 0.0587 -1.8634 -1.6976 -0.7 0.4 0.1
C 0.5550 -0.5084 0.0593 -0.1 0.1 -0.7
N 0.9250 -1.6587 -0.6405 -0.7 0.9 0.4
H -1.0136 2.8198 1.5267 -0.1 -0.5 -0.5
H 0.9880 1.8200 2.6700 -0.3 -0.3 -0.3
H -1.7207 -0.7193 -2.3481 0.1 0.0 -0.2
H 0.0414 -2.7607 -2.3465 0.4 0.8 0.7
H 1.6270 -2.3091 -0.3596 0.4 -0.1 0.2
```
Forces are in eV/Å.

Computed properties:
- calculated total energy (eV) = -13961.37937
- frontier orbital gap (eV) = 8.0482
- SMILES string = O=C1C=CC(=O)c2[nH]ccc21
- ΔE to the lowest compared entry with this formula, charge and spin (kcal per mole) = 10.3
- HOMO energy (eV) = -9.321
- lowest unoccupied orbital energy (eV) = -1.273

Atomic partial charges in e from the natural (NBO) method, atoms 1 to 4: -0.50, -0.52, 0.46, 0.49

no.,maximum force (eV/Å)
1,6.22
2,3.82